1.
Molecular formula: C4H4F3N3O
Method: DFT, wB97M-V/def2-TZVPD

Last column: Löwdin charge in e.
Element x y z (Å)
C (-2.49184, 0.69112, -0.88207)  0.08
N (-1.05624, 0.37458, -0.13999)  -0.03
N (-0.23519, -0.72079, 0.03914)  0.10
C (1.01802, -0.55574, 0.40599)  -0.18
C (1.88207, -1.72111, 0.18392)  -0.57
F (3.18397, -1.54911, 0.42002)  0.14
F (1.58304, -2.76294, 0.98991)  0.14
F (1.83092, -2.05583, -1.13874)  0.13
N (1.11608, 0.86545, 0.52026)  0.15
C (-0.22089, 1.42601, 0.52996)  -0.40
O (-0.42670, 2.29868, 1.33859)  0.08
H (-3.19530, 1.37981, -0.32327)  0.11
H (-1.96933, 1.22983, -1.58649)  0.03
H (-2.84037, -0.22080, -1.41092)  0.09
H (1.82176, 1.32084, 1.05370)  0.13

Cartesian forces (eV/Å) of the 2 atoms listed first:
C 2.1 -1.4 1.6
N 2.9 2.2 2.9

## Properties
Strongest force on any atom (eV Å⁻¹): 6.9
LUMO level (eV): 0.62
Charge: 0
Energy relative to the best compared isomer or geometry (same formula, charge and spin) (eV): 2.903
SMILES: Cn1nc(C(F)(F)F)[nH]c1=O
2S+1: 1
Frontier orbital gap (eV): 9.63

***

2.
Molecular formula: C5H5NO
Method: DFT, wB97M-V/def2-TZVPD

Last column: Löwdin charge in e.
Element x y z (Å)
O (0.50611, 0.69131, 1.54097)  -0.06
C (1.11464, 0.14514, 0.41216)  -0.29
C (0.36887, -1.10367, -0.09072)  -0.16
C (-1.04254, -0.63966, -0.08381)  -0.15
C (-0.81347, 0.76205, 0.42734)  0.00
C (0.24306, 0.84242, -0.66608)  -0.13
N (-0.18447, -0.47582, -1.30122)  0.08
H (2.20558, 0.06738, 0.37588)  0.15
H (0.62147, -2.15386, -0.05078)  0.14
H (-1.89833, -1.31195, -0.03988)  0.14
H (-1.58873, 1.45877, 0.75272)  0.14
H (0.46783, 1.71789, -1.27657)  0.14

Cartesian forces (eV/Å) of the 2 atoms listed first:
O -2.6 0.1 -1.4
C 0.3 -0.3 -1.0

## Properties
Strongest force on any atom (eV Å⁻¹): 2.9
LUMO level (eV): 1.06
Charge: 0
Energy relative to the best compared isomer or geometry (same formula, charge and spin) (eV): 4.777
2S+1: 1
Frontier orbital gap (eV): 10.66

***

3.
Molecular formula: C4H11NO2
Method: DFT, wB97M-V/def2-TZVPD

Last column: Löwdin charge in e.
Element x y z (Å)
C (0.06944, 1.59542, 2.15030)  -0.04
N (0.08069, 1.40029, 0.90140)  -0.04
C (0.23079, 0.10766, 0.38374)  -0.23
C (0.19452, -0.23259, -0.89675)  -0.17
C (0.33316, -1.57650, -1.48350)  -0.10
H (0.45674, 0.74655, 2.73273)  0.08
H (-0.27950, 2.49135, 2.63728)  0.07
H (0.16106, -0.65732, 1.15830)  0.12
H (0.09772, 0.56718, -1.63586)  0.11
H (1.34984, -1.81733, -1.84152)  0.08
H (-0.30522, -1.70460, -2.37078)  0.08
H (0.04933, -2.37601, -0.78157)  0.08
O (3.11023, 0.64202, 0.03123)  -0.08
H (2.28265, 0.98860, -0.35189)  0.00
H (3.56217, 1.17309, -0.65217)  0.05
O (-3.61630, -0.79509, -0.01333)  -0.06
H (-4.26498, -0.44754, -0.61897)  0.02
H (-3.51235, -0.10519, 0.65136)  0.03

Cartesian forces (eV/Å) of the 2 atoms listed first:
C 0.8 -1.9 -0.4
N -1.1 1.4 -1.1

## Properties
Strongest force on any atom (eV Å⁻¹): 2.3
LUMO level (eV): 0.71
Charge: 0
Energy relative to the best compared isomer or geometry (same formula, charge and spin) (eV): 2.725
SMILES: C=N/C=C/C.O.O
2S+1: 1
Frontier orbital gap (eV): 9.60

***

4.
Molecular formula: C4H8NOS
Method: DFT, wB97M-V/def2-TZVPD

Last column: Löwdin charge in e.
Element x y z (Å)
O (-1.22885, -1.12965, 3.10987)  -0.03
C (-0.29867, -1.01942, 2.32565)  -0.40
N (-0.37436, -0.50075, 1.09627)  0.04
C (0.76400, -0.15413, 0.27107)  -0.28
C (0.38124, -0.09867, -1.19461)  -0.33
C (-0.60304, 0.98485, -1.58557)  -0.77
S (-0.12440, 2.65419, -0.96180)  0.08
H (0.71367, -1.39788, 2.55981)  0.13
H (-1.24332, -0.05920, 0.79767)  0.14
H (1.26273, 0.77623, 0.55529)  0.07
H (1.56296, -0.90374, 0.36610)  0.11
H (1.30816, 0.06681, -1.76871)  0.10
H (0.13433, -1.12140, -1.53415)  0.10
H (-0.58616, 1.06329, -2.67854)  0.02
H (-1.66830, 0.83947, -1.35836)  0.02

Cartesian forces (eV/Å) of the 2 atoms listed first:
O 0.1 -0.1 0.0
C -0.3 -0.1 0.0

## Properties
Strongest force on any atom (eV Å⁻¹): 1.3
LUMO level (eV): 3.75
Charge: -1
Energy relative to the best compared isomer or geometry (same formula, charge and spin) (eV): 0.456
SMILES: O=CNCCC[S-]
2S+1: 1
Frontier orbital gap (eV): 6.36

***

5.
Molecular formula: C44H47N3P2S3Ti
Method: DFT, wB97M-V/def2-TZVPD

Last column: Löwdin spin population.
Element x y z (Å)
Ti (-1.78921, 0.11363, -0.42779)  0.97
C (-2.22686, 1.62915, 2.15771)  0.01
N (-3.12348, 0.89847, 1.21575)  0.01
C (-4.02571, 1.85899, 0.51551)  0.00
C (-4.32744, 1.47900, -0.95436)  0.00
N (-3.03808, 1.45337, -1.68994)  0.00
C (-2.50961, 2.85055, -1.90544)  0.00
C (-3.17286, 0.80435, -3.01046)  0.00
C (-4.17923, 1.20575, -3.90026)  0.00
C (-4.18713, 0.76602, -5.23589)  0.00
C (-3.14536, -0.08848, -5.64164)  0.00
C (-2.15177, -0.52124, -4.75078)  0.00
C (-2.20920, -0.16240, -3.40548)  0.01
S (-0.90472, -0.80452, -2.36545)  -0.01
C (-3.86656, -0.17613, 1.88951)  0.00
C (-4.40503, -0.00310, 3.17043)  0.00
C (-5.08548, -1.06719, 3.78266)  0.00
C (-5.23508, -2.28771, 3.07955)  0.00
C (-4.80765, -2.38311, 1.73839)  0.00
C (-4.06203, -1.35669, 1.15477)  0.00
S (-3.36370, -1.59413, -0.48407)  -0.03
H (-2.79531, 2.19215, 2.91542)  0.00
H (-1.60710, 2.34506, 1.58980)  0.00
H (-1.56074, 0.90844, 2.66758)  0.00
H (-3.55774, 2.83849, 0.52701)  0.00
H (-4.99931, 1.97071, 0.99038)  0.00
H (-5.00593, 2.22791, -1.38288)  0.00
H (-4.77681, 0.49697, -1.05859)  0.00
H (-3.32183, 3.46045, -2.30114)  0.00
H (-1.68153, 2.75118, -2.61417)  0.00
H (-2.16755, 3.20975, -0.94479)  0.00
H (-4.95023, 1.92113, -3.55413)  0.00
H (-4.95460, 1.06224, -5.96332)  0.00
H (-3.09132, -0.42255, -6.66722)  0.00
H (-1.39272, -1.22015, -5.03662)  0.00
H (-4.25592, 0.96680, 3.68488)  0.00
H (-5.43280, -0.98904, 4.80758)  0.00
H (-5.73854, -3.14745, 3.50427)  0.00
H (-5.02588, -3.25053, 1.16580)  0.00
C (5.92597, -3.09558, 0.94338)  0.00
S (5.74462, -1.67245, -0.17632)  0.00
C (5.31972, -0.31267, 0.91200)  0.00
C (3.81152, -0.14121, 1.19682)  0.00
C (2.95859, -0.26754, -0.08613)  0.00
N (1.52073, -0.09504, 0.11040)  0.00
P (0.30888, -1.30298, 0.69470)  0.01
C (0.76492, -2.92586, 0.00315)  0.00
C (2.04977, -3.47113, 0.15410)  0.00
C (2.48197, -4.50477, -0.68975)  0.00
C (1.57177, -5.07172, -1.59039)  0.00
C (0.20793, -4.73714, -1.51002)  0.00
C (-0.18275, -3.66353, -0.70400)  0.00
C (0.54315, -1.62063, 2.43619)  0.00
C (1.05342, -0.65576, 3.30557)  0.00
C (1.48069, -1.02487, 4.59848)  0.00
C (1.48049, -2.37870, 4.94850)  0.00
C (0.79821, -3.30842, 4.17370)  0.00
C (0.32281, -2.94704, 2.92274)  0.00
P (0.76506, 1.42231, -0.41729)  0.00
C (1.64389, 2.68337, 0.55643)  0.00
C (1.22892, 2.88289, 1.89668)  0.00
C (2.00443, 3.64991, 2.79582)  0.00
C (3.22672, 4.16575, 2.34946)  0.00
C (3.62897, 4.04762, 1.02602)  0.00
C (2.87857, 3.27483, 0.12223)  0.00
C (1.18790, 1.92708, -2.10756)  0.00
C (0.94001, 3.26042, -2.53247)  0.00
C (1.11193, 3.63235, -3.87595)  0.00
C (1.57574, 2.69186, -4.81662)  0.00
C (1.89809, 1.41405, -4.38240)  0.00
C (1.69912, 1.02793, -3.03555)  0.00
H (5.89928, -4.01781, 0.35975)  0.00
H (5.13724, -3.10001, 1.69168)  0.00
H (6.89459, -3.02729, 1.40947)  0.00
H (5.69595, 0.55188, 0.36752)  0.00
H (5.88656, -0.39654, 1.81306)  0.00
H (3.68183, 0.81438, 1.71122)  0.00
H (3.51449, -0.90359, 1.91858)  0.00
H (3.15962, -1.22913, -0.53493)  0.00
H (3.27461, 0.53211, -0.78138)  0.00
H (2.71007, -3.05900, 0.91768)  0.00
H (3.52291, -4.79652, -0.67139)  0.00
H (1.92803, -5.79813, -2.31584)  0.00
H (-0.54870, -5.26997, -2.07452)  0.00
H (-1.25919, -3.37127, -0.63726)  0.00
H (1.16727, 0.39965, 2.98539)  0.00
H (1.82315, -0.26812, 5.28650)  0.00
H (1.95261, -2.71268, 5.86935)  0.00
H (0.60176, -4.29884, 4.58424)  0.00
H (-0.09888, -3.68102, 2.24494)  0.00
H (0.32458, 2.38620, 2.24407)  0.00
H (1.67815, 3.71484, 3.84790)  0.00
H (3.90936, 4.67474, 3.05890)  0.00
H (4.54682, 4.51963, 0.67535)  0.00
H (3.24094, 3.15302, -0.88955)  0.00
H (0.62697, 4.02548, -1.80746)  0.00
H (0.91371, 4.66742, -4.12298)  0.00
H (1.74023, 3.01200, -5.83735)  0.00
H (2.28079, 0.64497, -5.05297)  0.00
H (1.97556, 0.01409, -2.74446)  0.00

Cartesian forces (eV/Å) of the 2 atoms listed first:
Ti 0.8 -0.6 0.1
C 0.0 0.0 0.1

## Properties
Strongest force on any atom (eV Å⁻¹): 2.0
LUMO level (alpha / beta) (eV): -2.57 / -2.34
Charge: +1
Energy relative to the best compared isomer or geometry (same formula, charge and spin) (eV): 0.000
2S+1: 2
Frontier orbital gap (alpha / beta) (eV): 7.44 / 7.68

***

Let's list electronic energy in order: -18880.1879 -8798.6418 -9909.5164 -18651.7538 -125056.8398 eV.